Entry P
DFT (the ωB97M-V functional and the def2-TZVPD basis) results for an isolated ion of composition C3H10N3O and charge +1.

## Properties
**LUMO energy**: -5.5843 eV
**Structure (SMILES)**: CN(C)C[N+](N)=O
**Gap between HOMO and LUMO**: 8.3 eV

Geometry as ORCA input:
```
! RIJCOSX wB97M-V def2-TZVPD def2/J DEFGRID3
* xyz 1 1
C -1.32620 -1.05678 -0.87493
C -1.36316 0.25660 1.04220
C 0.40138 0.65756 -0.51791
N 2.90893 0.55146 0.25999
N -0.78542 0.10243 -0.25876
N 1.63430 -0.16672 0.32638
O 1.39924 -1.07596 1.01926
H -1.51712 -1.78917 -0.12021
H -2.12531 -0.68526 -1.49598
H -0.63804 -1.39445 -1.63455
H -1.05613 1.21874 1.60362
H -2.39110 0.15236 0.98168
H -1.06567 -0.45237 1.76088
H 0.78399 0.56429 -1.52110
H 0.59567 1.68408 -0.13121
H 3.03567 1.11016 -0.56873
H 3.67304 0.71828 0.98772
*
```

So, what does the Löwdin scheme give us? The charges, in e, come out as:
1 C -0.027
2 C -0.057
3 C -0.056
4 N 0.168
5 N -0.250
6 N -0.146
7 O 0.197
8 H 0.103
9 H 0.110
10 H 0.100
11 H 0.141
12 H 0.079
13 H 0.073
14 H 0.136
15 H 0.154
16 H 0.104
17 H 0.172


Entry Q
DFT (the ωB97M-V functional and the def2-TZVPD basis) results for a 3-piece molecular cluster, C3H10N3O overall.

## Properties
**LUMO energy**: -3.4268 eV
**Gap between HOMO and LUMO**: 10.4 eV

Geometry as ORCA input:
```
! RIJCOSX wB97M-V def2-TZVPD def2/J DEFGRID3
* xyz 1 1
C -0.07674 2.09638 0.17823
C 2.14884 -0.25579 0.04668
C 1.32461 -1.24130 0.20422
N -1.30239 1.72446 0.29714
N 3.17071 0.46689 -0.18651
N -1.86632 -1.27950 -0.66786
O 0.96513 1.47489 -0.04211
H 0.10428 3.19098 0.29843
H 1.73393 -2.21943 0.30053
H 0.25670 -0.94458 0.33978
H -2.03568 2.39118 0.39595
H -1.39990 0.65281 0.32072
H 3.59252 0.88521 0.57045
H 3.14372 1.00039 -1.08299
H -1.83551 -2.04366 0.06524
H -1.26184 -1.36305 -1.50650
H -2.83375 -1.03117 -0.89824
*
```

So, what does the Löwdin scheme give us? The charges, in e, come out as:
1 C -0.370
2 C -0.111
3 C 0.129
4 N 0.180
5 N 0.215
6 N -0.013
7 O -0.041
8 H 0.154
9 H 0.098
10 H 0.067
11 H 0.121
12 H 0.115
13 H 0.118
14 H 0.184
15 H 0.066
16 H 0.049
17 H 0.039


Which structure wins on stability? entry Q wins.


Entry P
DFT (the ωB97M-V functional and the def2-TZVPD basis) results for CH5INP as an isolated structure.

## Properties
**LUMO energy**: -0.5186 eV
**Gap between HOMO and LUMO**: 8.5 eV

Geometry as ORCA input:
```
! RIJCOSX wB97M-V def2-TZVPD def2/J DEFGRID3
* xyz 0 1
C -0.44221 1.20329 -0.10346
N 0.14417 -0.00538 0.46217
P -0.58074 -1.43430 0.19821
I 2.24013 0.11569 0.33988
H -0.26755 1.30828 -1.15927
H -1.51068 1.14720 -0.05364
H 0.16622 1.92643 0.40309
H 0.01126 -1.85355 -0.92482
H 0.23939 -2.40766 0.83783
*
```

So, what does the Löwdin scheme give us? The charges, in e, come out as:
1 C -0.298
2 N -0.975
3 P 0.670
4 I 0.726
5 H 0.055
6 H 0.059
7 H 0.026
8 H -0.157
9 H -0.105


Entry Q
DFT (the ωB97M-V functional and the def2-TZVPD basis) results for CH5INP in the gas phase.

## Properties
**LUMO energy**: -0.3424 eV
**Structure (SMILES)**: CN(P)I
**Gap between HOMO and LUMO**: 8.3 eV

Geometry as ORCA input:
```
! RIJCOSX wB97M-V def2-TZVPD def2/J DEFGRID3
* xyz 0 1
C 1.25123 -0.22074 -0.28880
N -0.28534 -0.87577 0.26337
P -1.24720 0.20778 1.20097
I -1.08600 -2.18688 -1.09847
H 1.45147 0.20009 0.80269
H 1.67902 -1.12486 -0.59790
H 1.03764 0.68181 -0.85014
H -0.29372 0.98917 1.77549
H -1.62997 1.41590 0.34784
*
```

So, what does the Löwdin scheme give us? The charges, in e, come out as:
1 C -0.097
2 N -1.036
3 P 0.620
4 I 0.663
5 H 0.070
6 H 0.003
7 H 0.043
8 H -0.165
9 H -0.099


Which structure wins on stability? entry P wins.